The molecule C3H10N3O2P, computed with ωB97M-V/def2-TZVPD.

Output
Structure (SMILES)   [H]/N=C(\[C@@H](N)P)C(N)(O)O
LUMO level   0.0262 Eh
Total charge   0
HOMO level   -0.308 Ha
Energy above the lowest of the compared OMol25 structures with the same formula, charge and spin   381.6 kJ/mol

Atoms and positions in Å:
P  -0.9492  1.0431  -1.5492
O  -1.9005  -0.5839  0.1675
O  -0.8221  -1.4488  1.9617
N  1.9153  0.4620  -1.3944
N  -0.8552  0.8704  1.7864
N  1.0988  -1.6939  0.4202
C  -0.8013  -0.4899  1.0149
C  0.4609  -0.6519  0.1951
C  0.6799  0.5984  -0.6303
H  2.0773  -1.7881  0.0041
H  0.1194  0.9691  1.8987
H  -2.7246  -0.2415  0.6154
H  -0.3908  1.7288  -2.5406
H  1.9590  -0.2717  -2.0327
H  0.7641  1.5290  -0.0591
H  -0.0464  -2.1161  1.8078
H  -1.3359  -0.0322  -2.2184
H  -1.3316  0.7914  2.5862
H  2.0828  1.3259  -2.0333